A structure of composition C31H49BrCaN6O4P2. Source: the Open Molecules 2025 dataset; level of theory: ωB97M-V with the def2-TZVPD basis set.

E: -5774.1787 Ha
HOMO-LUMO gap: 0.3021 Ha
Total charge: +2
E_HOMO: -12.730 eV
2S+1: 1

Each line ends with the Mulliken charge.
Atoms and positions in Å:
1 Br 1.83629 -0.17284 -2.63707  -0.111
2 Ca 0.61282 -0.56018 0.17660  0.716
3 P -0.51964 2.14818 -0.40199  2.168
4 P 2.84336 -2.40607 -0.10672  0.368
5 O 1.60204 -3.28855 -0.62378  0.125
6 O 3.61176 -3.22596 0.99705  -0.257
7 O -0.71275 0.76513 -7.01432  -0.516
8 O 3.80367 -2.49608 -1.38652  -0.362
9 N -2.86792 3.43289 -1.13225  0.208
10 N -0.86973 -0.06940 -2.97876  0.274
11 N -0.83372 4.14970 -2.30536  0.150
12 N -1.40582 -1.56200 -0.26052  1.334
13 N -5.01415 -3.52689 -0.94706  -0.444
14 N -1.19525 4.80595 0.02197  0.152
15 C -2.25899 3.83484 -2.40580  -0.963
16 C -0.64552 5.18026 -1.28138  -1.052
17 C -1.49701 -2.61414 -1.10600  -1.071
18 C 5.07164 -1.79636 -1.38171  -0.775
19 C -0.59786 0.47263 3.20379  1.291
20 C -0.46495 3.70004 0.62901  -1.156
21 C 2.10910 -0.23033 2.85569  1.456
22 C -2.56053 -1.16781 0.31531  -0.659
23 C -2.00316 0.07989 -3.68373  -0.533
24 C 1.72401 1.12656 2.90654  1.193
25 C -2.36846 2.14338 -0.66964  -0.881
26 C -2.03490 0.86787 3.47469  -2.485
27 C 2.78349 2.20169 2.81849  -2.208
28 C -3.77296 -1.76708 0.11390  -0.962
29 C 3.59056 -0.53731 2.80108  -2.511
30 C 1.13672 -1.23567 3.01342  0.666
31 C 1.78098 -4.52239 -1.37205  -0.891
32 C -3.84788 -2.88947 -0.73146  0.631
33 C 0.37246 0.34093 -5.00301  -0.371
34 C -2.03176 0.36121 -5.03344  -0.907
35 C -0.81887 0.49832 -5.70762  0.606
36 C 0.39677 1.46828 3.19282  1.158
37 C -2.65249 -3.30410 -1.35162  -1.007
38 C -0.22754 -0.87761 3.08797  1.021
39 C -1.24669 -1.99602 3.20335  -2.279
40 C 1.49440 -2.69040 3.27249  -2.136
41 C 0.08064 2.86366 3.68007  -2.200
42 C 0.23549 0.05761 -3.66728  0.086
43 C -2.61420 4.48818 -0.14515  -1.080
44 C 4.51133 -4.34569 0.81458  -0.897
45 C -0.04256 2.95857 -2.02101  -1.080
46 H -0.98176 3.09554 3.66448  0.546
47 H 4.91700 -0.74034 -1.59913  0.280
48 H -0.93138 -2.88358 2.65874  0.351
49 H -1.14744 6.08918 -1.61053  0.360
50 H -4.65663 -1.38586 0.61205  0.449
51 H 5.68032 -2.23805 -2.16166  0.307
52 H 1.01396 3.22535 -1.96599  0.501
53 H 5.42224 -4.13409 1.36420  0.282
54 H 3.20920 2.42121 3.80384  0.423
55 H -3.03374 4.18778 0.81572  0.390
56 H 2.52258 -2.79872 3.60291  0.453
57 H -2.73038 0.04061 3.36792  0.420
58 H 0.57531 3.98392 0.79577  0.454
59 H -3.12414 5.39232 -0.47540  0.300
60 H -0.90591 3.47279 1.59589  0.103
61 H 3.80238 -1.59579 2.88387  0.257
62 H -2.93076 -0.04266 -3.13232  0.425
63 H -1.38637 -2.29409 4.24714  0.527
64 H 5.57952 -1.90257 -0.42261  0.329
65 H -2.39626 3.03735 -3.13718  0.358
66 H 4.03957 -0.19387 1.86518  0.337
67 H 1.36409 -3.34490 2.40571  0.145
68 H 0.84069 -5.05919 -1.31640  0.242
69 H 0.41842 5.39288 -1.17744  0.400
70 H 2.38629 3.13683 2.43047  0.366
71 H 0.85657 -3.08297 4.06330  0.540
72 H 4.03874 -5.23628 1.21830  0.275
73 H -2.64510 -4.15026 -2.02959  0.414
74 H 2.56644 -5.12617 -0.92595  0.342
75 H -2.22212 -1.71820 2.82267  0.379
76 H -2.49458 -0.31538 0.98580  0.486
77 H 4.11903 -0.01860 3.60240  0.568
78 H -2.36857 1.67348 2.81442  0.307
79 H 2.03133 -4.29132 -2.40310  0.344
80 H -5.85639 -3.24384 -0.47895  0.214
81 H -1.57969 0.87352 -7.42497  0.325
82 H -2.14171 1.23799 4.49730  0.539
83 H 3.61037 1.90551 2.17752  0.437
84 H -2.97707 0.47050 -5.55069  0.387
85 H -5.05956 -4.34816 -1.52289  0.204
86 H -0.15999 2.24265 -2.83113  0.085
87 H -2.62201 1.36082 -1.38618  0.033
88 H -0.58097 -2.91252 -1.59933  0.614
89 H 0.60111 3.64514 3.13299  0.513
90 H -2.77912 4.72288 -2.76253  0.305
91 H 4.73869 -4.48719 -0.23894  0.426
92 H 1.33036 0.43392 -5.49833  0.525
93 H -2.85258 1.89348 0.27744  0.542
94 H 0.40785 2.94550 4.72162  0.380